{
  "formula": "C28H23N6O3STi",
  "method": "the ωB97M-V functional and the def2-TZVPD basis",
  "symbols": ["Ti", "C", "C", "O", "C", "C", "C", "N", "N", "C", "O", "C", "C", "C", "C", "C", "C", "H", "H", "H", "H", "H", "H", "H", "H", "H", "H", "H", "H", "O", "C", "C", "C", "C", "C", "C", "C", "N", "C", "C", "N", "H", "H", "H", "H", "H", "H", "H", "N", "C", "C", "C", "C", "N", "C", "C", "H", "H", "H", "H", "S", "C"],
  "coordinates": [[0.035, 0.489, -0.146], [-3.233, 1.170, -2.778], [-1.944, 0.485, -2.420], [-1.086, 1.240, -1.781], [-1.706, -0.818, -2.756], [-0.449, -1.461, -2.495], [-0.099, -2.771, -3.117], [0.440, -0.858, -1.711], [1.668, -1.392, -1.636], [2.449, -0.617, -0.892], [1.956, 0.534, -0.399], [3.791, -1.000, -0.600], [4.346, -2.232, -1.041], [5.650, -2.567, -0.739], [6.471, -1.711, 0.009], [5.933, -0.499, 0.452], [4.628, -0.146, 0.161], [-3.789, 1.418, -1.866], [-3.861, 0.547, -3.419], [-3.013, 2.113, -3.289], [-2.462, -1.370, -3.301], [-0.883, -3.085, -3.810], [0.032, -3.538, -2.344], [0.857, -2.706, -3.645], [3.714, -2.900, -1.612], [6.045, -3.517, -1.084], [7.491, -1.988, 0.251], [6.546, 0.176, 1.043], [4.216, 0.787, 0.524], [-1.693, 0.602, 0.684], [-2.499, 1.507, 1.133], [-3.674, 1.121, 1.816], [-4.575, 2.053, 2.276], [-4.346, 3.421, 2.090], [-3.192, 3.815, 1.441], [-2.268, 2.893, 0.957], [-1.046, 3.340, 0.286], [-0.004, 2.605, -0.017], [0.926, 3.421, -0.617], [0.433, 4.684, -0.677], [-0.813, 4.619, -0.085], [-3.829, 0.060, 1.963], [-5.465, 1.721, 2.796], [-5.047, 4.159, 2.458], [-2.999, 4.878, 1.327], [1.873, 3.028, -0.943], [0.843, 5.600, -1.062], [-1.485, 5.360, -0.029], [-1.651, -5.441, 4.216], [-1.303, -4.609, 3.479], [-0.889, -3.605, 2.586], [0.352, -2.905, 2.727], [0.680, -1.911, 1.856], [-0.098, -1.508, 0.806], [-1.260, -2.214, 0.637], [-1.680, -3.217, 1.455], [1.041, -3.167, 3.519], [1.627, -1.398, 1.956], [-1.862, -1.929, -0.217], [-2.612, -3.727, 1.243], [1.872, 1.935, 2.606], [0.902, 1.027, 1.775]],
  "forces_ev_per_a": [[0.4, -0.4, -0.5], [-0.1, 0.0, 0.0], [0.2, 0.0, 0.0], [-0.1, -0.1, 0.1], [0.2, -0.1, 0.1], [-0.1, 0.2, 0.1], [0.0, 0.0, 0.0], [0.1, -0.5, -0.2], [0.1, 0.1, -0.1], [0.0, -0.1, -0.1], [0.3, -0.4, -0.1], [0.2, 0.2, 0.0], [0.0, 0.1, 0.0], [0.0, 0.1, 0.0], [-0.1, -0.1, -0.1], [-0.1, 0.0, 0.0], [0.2, 0.0, 0.1], [0.0, 0.0, 0.0], [0.0, 0.0, 0.0], [0.0, 0.0, 0.0], [0.0, 0.0, 0.0], [0.0, 0.0, 0.0], [0.0, 0.0, 0.0], [0.0, 0.0, 0.0], [0.0, 0.0, 0.0], [0.0, 0.0, 0.0], [0.0, 0.0, 0.0], [0.0, 0.0, 0.0], [0.0, 0.0, 0.0], [-1.1, 0.3, 0.8], [0.1, -0.2, -0.2], [0.0, 0.0, 0.0], [0.0, 0.1, 0.0], [0.0, 0.0, 0.0], [-0.1, 0.1, 0.1], [0.2, 0.1, -0.1], [-0.3, -0.1, 0.3], [0.3, 0.6, -0.4], [0.0, 0.0, 0.1], [0.0, -0.1, 0.1], [-0.1, 0.4, -0.1], [0.0, 0.0, 0.0], [0.0, 0.0, 0.0], [0.0, 0.0, 0.0], [0.0, 0.0, 0.0], [0.0, -0.1, 0.0], [0.0, 0.0, 0.0], [0.1, 0.0, 0.0], [0.0, 0.0, 0.0], [0.1, 0.2, -0.2], [-0.1, -0.1, 0.1], [-0.1, -0.1, 0.0], [0.1, 0.0, -0.2], [-0.3, -0.1, 0.3], [0.1, 0.0, -0.1], [0.0, -0.1, 0.1], [0.0, 0.0, 0.0], [0.0, 0.0, 0.0], [0.0, 0.0, 0.0], [0.0, 0.0, 0.0], [-0.1, 0.0, 0.1], [0.2, 0.0, 0.1]],
  "lowdin_spin": [0.34, 0.02, 0.11, 0.07, 0.00, 0.19, 0.03, -0.04, 0.02, 0.14, 0.03, 0.07, 0.07, 0.01, 0.12, 0.01, 0.07, 0.01, 0.00, 0.00, 0.00, 0.00, 0.01, 0.01, 0.01, 0.00, 0.01, 0.00, 0.01, 0.01, 0.01, 0.00, 0.00, 0.00, 0.00, 0.00, 0.02, 0.01, 0.01, 0.00, 0.01, 0.00, 0.00, 0.00, 0.00, 0.00, 0.00, 0.00, 0.15, 0.08, 0.21, 0.09, 0.08, 0.23, 0.07, 0.08, 0.00, 0.01, 0.00, 0.00, 0.24, 0.38],
  "lumo_energy_ev": [4.14, 4.13],
  "multiplicity": 4,
  "total_charge": -2,
  "homo_energy_ev": [1.37, -1.47],
  "largest_force_ev_per_a": 1.4,
  "homo_lumo_gap_ev": [2.775, 5.602],
  "energy_ha": -2882.753713
}

***

{
  "formula": "C28H24BrCl3GeMnN4O3",
  "method": "the ωB97M-V functional and the def2-TZVPD basis",
  "symbols": ["Mn", "Br", "C", "C", "C", "C", "C", "N", "C", "O", "O", "H", "H", "H", "C", "C", "C", "C", "C", "C", "Ge", "C", "C", "C", "C", "C", "C", "C", "C", "C", "C", "C", "C", "H", "H", "H", "H", "H", "H", "H", "H", "H", "H", "H", "H", "H", "H", "H", "C", "N", "C", "N", "O", "H", "H", "H", "H", "H", "H", "Cl", "C", "Cl", "Cl", "C", "N"],
  "coordinates": [[1.198, -1.088, -0.105], [4.604, -2.500, 0.111], [4.397, -0.726, -0.486], [5.513, 0.049, -0.767], [5.312, 1.359, -1.158], [4.017, 1.861, -1.243], [2.970, 1.012, -0.964], [3.158, -0.277, -0.598], [1.540, 1.531, -0.963], [1.321, 2.711, -0.912], [0.614, 0.583, -0.955], [6.504, -0.372, -0.675], [6.161, 1.991, -1.383], [3.807, 2.884, -1.520], [-2.620, 1.720, -4.905], [-1.858, 0.567, -4.743], [-1.518, 0.139, -3.472], [-1.926, 0.867, -2.353], [-2.685, 2.024, -2.524], [-3.035, 2.446, -3.799], [-1.585, 0.251, -0.579], [-1.801, -1.614, -0.196], [-2.482, -2.389, -1.144], [-2.859, -3.684, -0.835], [-2.536, -4.225, 0.405], [-1.841, -3.473, 1.344], [-1.475, -2.170, 1.049], [-1.775, 1.507, 0.851], [-1.338, 2.822, 0.659], [-1.571, 3.777, 1.636], [-2.236, 3.425, 2.806], [-2.672, 2.122, 3.002], [-2.440, 1.162, 2.027], [-2.890, 2.050, -5.899], [-1.536, 0.006, -5.610], [-0.919, -0.759, -3.361], [-3.014, 2.601, -1.668], [-3.629, 3.340, -3.928], [-2.737, -1.972, -2.112], [-3.408, -4.273, -1.557], [-2.834, -5.238, 0.643], [-1.602, -3.901, 2.309], [-0.943, -1.583, 1.785], [-0.817, 3.100, -0.250], [-1.245, 4.797, 1.482], [-2.427, 4.175, 3.563], [-3.205, 1.859, 3.906], [-2.803, 0.153, 2.180], [1.462, 2.626, 3.435], [1.243, 1.557, 2.472], [1.328, 0.258, 2.743], [1.588, -0.138, 3.994], [1.164, -0.626, 1.845], [1.574, 3.559, 2.889], [2.384, 2.458, 3.992], [0.621, 2.724, 4.123], [0.946, 1.809, 1.542], [1.661, 0.503, 4.764], [1.681, -1.123, 4.172], [2.826, -6.126, -1.651], [1.266, -5.783, -0.910], [-0.066, -6.239, -1.974], [1.118, -6.559, 0.670], [1.191, -4.337, -0.690], [1.156, -3.210, -0.513]],
  "forces_ev_per_a": [[0.6, -1.5, 0.5], [0.0, 0.0, 0.0], [0.0, -0.1, 0.0], [0.0, 0.0, 0.0], [0.0, 0.0, 0.0], [0.0, 0.0, 0.0], [0.0, -0.1, 0.1], [-0.2, 0.4, -0.1], [0.1, 0.3, 0.0], [0.0, -0.1, -0.1], [-0.7, -0.3, 0.0], [0.0, 0.0, 0.0], [0.0, 0.0, 0.0], [0.0, 0.0, 0.0], [0.0, 0.0, 0.0], [0.0, 0.1, 0.0], [0.1, -0.1, 0.0], [-0.4, -0.2, 0.1], [-0.1, 0.0, 0.1], [0.1, 0.0, -0.1], [0.4, 1.3, -0.5], [0.4, 0.0, 0.0], [0.0, 0.0, 0.0], [0.1, -0.1, 0.0], [0.0, 0.0, 0.0], [0.0, 0.0, 0.0], [-0.1, 0.1, 0.0], [-0.1, -0.1, 0.0], [-0.1, 0.1, -0.1], [0.0, 0.0, 0.1], [0.0, 0.0, 0.0], [0.0, 0.0, 0.0], [0.0, -0.1, 0.0], [0.0, 0.0, 0.0], [0.0, 0.0, 0.0], [0.0, 0.0, 0.0], [0.0, 0.0, 0.0], [0.0, 0.0, 0.0], [0.0, 0.0, 0.0], [0.0, 0.0, 0.0], [0.0, 0.0, 0.0], [0.0, 0.0, 0.0], [-0.1, 0.0, 0.1], [-0.1, 0.0, 0.0], [0.0, 0.0, 0.0], [0.0, 0.0, 0.0], [0.0, 0.0, 0.0], [0.0, 0.0, 0.0], [0.0, 0.0, 0.0], [0.2, 0.0, -0.1], [-0.1, -0.1, -0.1], [0.0, 0.0, 0.0], [0.0, 0.1, 0.2], [0.0, 0.0, 0.0], [0.0, 0.0, 0.0], [0.0, 0.0, 0.0], [-0.1, 0.0, 0.0], [0.0, 0.0, 0.0], [0.0, 0.0, 0.0], [0.0, 0.0, 0.0], [-0.1, -0.3, 0.0], [0.1, 0.0, 0.0], [0.0, 0.0, -0.1], [0.0, 0.2, 0.0], [0.0, 0.3, 0.0]],
  "lowdin_spin": [4.65, 0.01, 0.01, 0.00, 0.00, 0.00, 0.01, 0.04, 0.01, 0.01, 0.07, 0.00, 0.00, 0.00, 0.00, 0.00, 0.00, 0.00, 0.00, 0.00, 0.00, 0.01, 0.00, 0.00, 0.01, 0.00, 0.01, 0.00, 0.00, 0.00, 0.00, 0.00, 0.00, 0.00, 0.00, 0.00, 0.00, 0.00, 0.00, 0.00, 0.00, 0.00, 0.00, 0.00, 0.00, 0.00, 0.00, 0.00, 0.00, 0.00, 0.01, 0.00, 0.07, 0.00, 0.00, 0.00, 0.00, 0.00, 0.00, 0.00, 0.00, 0.00, 0.00, 0.02, 0.03],
  "lumo_energy_ev": [-5.68, -5.87],
  "multiplicity": 6,
  "total_charge": 2,
  "homo_energy_ev": [-14.21, -14.21],
  "largest_force_ev_per_a": 1.7,
  "homo_lumo_gap_ev": [8.532, 8.345],
  "energy_ha": -8708.256539
}

***

{
  "formula": "C28H24GeNaO4S",
  "method": "the ωB97M-V functional and the def2-TZVPD basis",
  "symbols": ["Na", "O", "C", "O", "C", "C", "C", "C", "S", "C", "C", "H", "H", "H", "H", "H", "O", "C", "O", "C", "C", "Ge", "C", "C", "C", "C", "C", "C", "C", "C", "C", "C", "C", "C", "C", "C", "C", "C", "C", "C", "H", "H", "H", "H", "H", "H", "H", "H", "H", "H", "H", "H", "H", "H", "H", "H", "H", "H", "H"],
  "coordinates": [[0.347, -0.224, -0.016], [7.622, -2.349, 0.836], [6.668, -2.901, 1.630], [6.907, -3.949, 2.173], [5.390, -2.161, 1.763], [5.050, -1.051, 0.985], [3.845, -0.402, 1.166], [2.909, -0.837, 2.122], [1.393, 0.006, 2.369], [3.262, -1.957, 2.888], [4.470, -2.603, 2.713], [7.317, -1.488, 0.527], [5.700, -0.675, 0.199], [3.601, 0.465, 0.564], [2.563, -2.317, 3.632], [4.721, -3.468, 3.312], [0.279, -0.016, -4.184], [0.587, -0.074, -2.984], [-0.198, -0.023, -1.986], [2.075, -0.246, -2.632], [2.414, -1.471, -1.784], [2.207, -3.322, -2.423], [3.195, -3.516, -4.105], [2.823, -2.644, -5.135], [3.416, -2.712, -6.388], [4.397, -3.661, -6.643], [4.766, -4.546, -5.641], [4.168, -4.473, -4.389], [2.904, -4.379, -0.934], [2.031, -4.655, 0.121], [2.444, -5.364, 1.240], [3.752, -5.818, 1.328], [4.643, -5.540, 0.302], [4.221, -4.822, -0.810], [0.420, -4.022, -2.817], [0.152, -5.359, -2.516], [-1.052, -5.952, -2.870], [-2.017, -5.212, -3.538], [-1.766, -3.882, -3.846], [-0.559, -3.291, -3.492], [2.391, 0.651, -2.084], [2.663, -0.260, -3.550], [1.944, -1.465, -0.792], [3.484, -1.461, -1.556], [2.047, -1.899, -4.973], [3.106, -2.022, -7.163], [4.862, -3.718, -7.620], [5.520, -5.302, -5.830], [4.462, -5.199, -3.641], [0.997, -4.323, 0.075], [1.746, -5.551, 2.047], [4.087, -6.365, 2.202], [5.676, -5.853, 0.383], [4.955, -4.589, -1.572], [0.891, -5.957, -1.992], [-1.232, -6.992, -2.622], [-2.959, -5.669, -3.817], [-2.510, -3.289, -4.363], [-0.406, -2.250, -3.751]],
  "forces_ev_per_a": [[-0.1, 0.1, 0.6], [0.0, 0.1, 0.0], [-0.1, 0.0, 0.0], [0.0, -0.1, 0.1], [0.1, 0.0, -0.1], [-0.1, 0.0, 0.1], [0.0, 0.0, 0.0], [-0.1, 0.2, 0.0], [0.1, -0.1, 0.1], [0.1, -0.1, 0.0], [-0.1, 0.0, 0.0], [0.0, 0.0, 0.0], [0.0, 0.0, 0.0], [0.0, 0.0, 0.0], [0.0, 0.0, 0.0], [0.0, 0.0, 0.0], [0.0, -0.1, 0.2], [0.0, -0.1, -0.2], [-0.1, 0.0, -0.6], [0.2, 0.1, -0.1], [0.0, -0.2, 0.1], [0.0, 0.0, -0.2], [0.0, 0.1, -0.2], [-0.1, 0.1, 0.0], [0.0, 0.0, 0.0], [0.0, 0.0, 0.0], [0.0, 0.0, 0.0], [0.0, -0.1, 0.0], [0.0, -0.1, 0.1], [-0.1, 0.0, 0.0], [0.1, 0.0, 0.0], [0.0, 0.0, 0.0], [0.0, 0.0, 0.0], [0.1, 0.1, 0.0], [-0.1, 0.0, 0.0], [0.0, -0.1, 0.0], [0.0, 0.0, 0.0], [0.0, 0.0, 0.0], [0.0, 0.0, 0.0], [0.0, 0.1, 0.0], [0.0, 0.0, 0.0], [0.0, 0.0, 0.0], [0.1, 0.0, -0.2], [0.0, 0.0, 0.1], [0.0, 0.0, 0.0], [0.0, 0.0, 0.0], [0.0, 0.0, 0.0], [0.0, 0.0, 0.0], [0.0, 0.0, 0.1], [0.0, 0.0, 0.0], [0.0, 0.0, 0.0], [0.0, 0.0, 0.0], [0.0, 0.0, 0.0], [0.0, 0.0, -0.1], [0.0, 0.0, 0.0], [0.0, 0.0, 0.0], [0.0, 0.0, 0.0], [0.0, 0.0, 0.0], [0.0, 0.0, 0.0]],
  "lowdin_charge": [0.35, 0.10, -0.49, 0.09, -0.16, -0.05, -0.14, -0.74, 0.47, -0.12, -0.03, 0.08, 0.11, 0.09, 0.09, 0.12, -0.03, -0.71, -0.13, -0.17, -0.25, 1.04, -0.24, -0.10, -0.09, -0.11, -0.10, -0.11, -0.27, -0.12, -0.09, -0.09, -0.09, -0.10, -0.25, -0.12, -0.10, -0.10, -0.08, -0.08, 0.11, 0.09, 0.03, 0.07, 0.09, 0.10, 0.09, 0.10, 0.08, 0.10, 0.10, 0.10, 0.10, 0.09, 0.09, 0.10, 0.09, 0.10, 0.08],
  "lumo_energy_ev": 2.16,
  "total_charge": -1,
  "homo_energy_ev": -4.87,
  "largest_force_ev_per_a": 0.6,
  "homo_lumo_gap_ev": 7.029,
  "energy_ha": -4019.934741
}